No. 1
Entry from the OMol25 dataset: a cluster of 2 separate species, C6H14O in total (the ωB97M-V functional and the def2-TZVPD basis).

Last column: Löwdin charge in e.
Cartesian coordinates (Å):
C -2.06364 -0.13721 0.02260  -0.18
C -2.04916 1.31801 0.55066  -0.20
C -0.62131 1.54589 1.05760  -0.20
C 0.23077 0.73784 0.08029  -0.21
C -0.57852 -0.54017 -0.17966  -0.20
H -2.62650 -0.21421 -0.91273  0.10
H -2.54291 -0.80526 0.74472  0.10
H -2.25068 2.01586 -0.27100  0.11
H -2.80696 1.49489 1.32137  0.10
H -0.49824 1.14987 2.07436  0.11
H -0.34115 2.60429 1.08026  0.11
H 0.33311 1.28997 -0.86216  0.12
H 1.23408 0.53097 0.45824  0.10
H -0.31345 -1.32971 0.54054  0.10
H -0.38546 -0.93780 -1.18353  0.11
C 2.77214 -1.44967 -1.02887  -0.17
O 2.37914 -1.44075 0.32593  -0.14
H 2.24327 -0.69335 -1.63103  0.07
H 2.62943 -2.43473 -1.49713  0.08
H 3.83783 -1.21341 -1.03730  0.08
H 1.41823 -1.49131 0.34686  0.02

Cartesian forces (eV/Å) of the 3 atoms listed first:
C -0.055 -0.026 0.019
C -0.042 0.042 -0.020
C 0.015 0.008 0.033

Its charge is 0. The energy relative to the best compared isomer or geometry (same formula, charge and spin) is 18.93 kcal/mol. Its structure (SMILES) is C1CCCC1.CO. The orbital gap comes out at 11.24 eV. The calculation puts the total energy at -8496.072 eV. The largest force on an atom comes out at 0.4 eV/A. The multiplicity is 1. The calculation puts the HOMO energy at -10.23 eV.

No. 2
Entry from the OMol25 dataset: an isolated molecule of C5H10O (the ωB97M-V functional and the def2-TZVPD basis).

Last column: Löwdin charge in e.
Cartesian coordinates (Å):
C -0.19002 2.18190 -0.10752  -0.01
C -0.68707 0.74907 -0.05433  -0.44
O -1.85629 0.50059 -0.26573  0.08
C 0.31096 -0.36616 0.24520  -0.38
C 0.72904 -0.94217 -1.11446  -0.06
C -0.30964 -1.43800 1.14199  -0.07
H -0.47117 2.67410 0.83383  0.09
H 0.89357 2.27023 -0.23143  0.08
H -0.70254 2.70694 -0.91650  0.08
H 1.19676 0.05993 0.73680  0.13
H 1.19455 -0.18287 -1.75227  0.08
H -0.15321 -1.32814 -1.63625  0.09
H 1.44439 -1.75888 -0.98502  0.08
H -1.25192 -1.79195 0.71112  0.08
H -0.52057 -1.04586 2.14391  0.08
H 0.37317 -2.28874 1.25066  0.08

Cartesian forces (eV/Å) of the 3 atoms listed first:
C 0.002 0.058 -0.030
C -0.323 0.055 0.075
O 0.464 0.065 0.078

Its charge is 0. The energy relative to the best compared isomer or geometry (same formula, charge and spin) is 0.90 kcal/mol. Its structure (SMILES) is CC(=O)C(C)C. The orbital gap comes out at 10.53 eV. The calculation puts the total energy at -7394.726 eV. The largest force on an atom comes out at 0.5 eV/A. The multiplicity is 1. The calculation puts the HOMO energy at -9.53 eV.